Entry 1:
Computed, not measured: a 2-piece molecular cluster, C6H15O4 overall, with wB97M-V/def2-TZVPD.

Values from the calculation:
- HOMO-LUMO gap (alpha / beta) (eV) = 9.8 / 7.1
- net charge = 0
- E_HOMO (alpha / beta) (Ha) = -0.333 / -0.333
- LUMO energy (alpha / beta) (hartree) = 0.0275 / -0.0716
- 2S+1 = 2
- <S²> = 0.75

```
25
C6H15O4, DFT wB97M-V/def2-TZVPD
O -0.65 -0.55 -1.26
C -1.23 -1.60 -0.60
C -1.51 -2.82 -1.45
O -0.29 -3.42 -1.81
C -0.45 -4.61 -2.54
H -2.19 -1.21 -0.19
H -0.63 -1.86 0.29
H -2.08 -2.53 -2.35
H -2.13 -3.53 -0.87
H 0.55 -5.00 -2.77
H -1.00 -5.36 -1.96
H -1.00 -4.43 -3.49
C 0.33 1.19 -0.11
H -0.63 1.18 0.43
H 0.28 1.64 -1.11
H 1.12 0.44 0.04
O 1.05 2.49 0.64
C 1.36 4.77 2.47
O 2.04 3.53 2.47
C 1.30 2.45 2.00
H 1.96 5.48 3.05
H 1.25 5.16 1.44
H 0.37 4.67 2.93
H 1.88 1.55 2.23
H 0.32 2.40 2.53
```

Mulliken atomic charge list, values in e, 6 entries: atom 1 (O): -0.329, atom 2 (C): -0.410, atom 3 (C): -0.453, atom 4 (O): -0.279, atom 5 (C): -0.706, atom 6 (H): 0.370

=====

Entry 2:
Computed, not measured: a 2-piece molecular cluster, C6H15P overall, with wB97M-V/def2-TZVPD.

Values from the calculation:
- HOMO-LUMO gap (eV) = 8.0
- net charge = 0
- E_HOMO (Ha) = -0.274
- LUMO energy (hartree) = 0.0184

```
22
C6H15P, DFT wB97M-V/def2-TZVPD
C -2.06 0.00 0.82
C -1.55 -0.40 2.24
C -2.56 1.43 0.86
C 2.11 -1.47 -0.79
C 1.67 1.24 -0.09
C 0.23 0.18 -2.43
P 0.70 -0.20 -0.60
H -2.22 -1.04 2.81
H -0.52 -0.89 2.10
H -1.41 0.48 2.93
H -1.64 1.91 0.50
H -2.71 1.78 1.87
H -3.36 1.67 0.24
H 2.75 -1.36 -1.68
H 2.67 -1.34 0.18
H 1.66 -2.43 -1.24
H 1.13 2.14 -0.13
H 1.97 1.16 0.93
H 2.62 1.37 -0.52
H 0.51 -0.78 -2.97
H -0.87 0.25 -2.48
H 0.78 1.08 -2.75
```

Mulliken atomic charge list, values in e, 6 entries: atom 1 (C): 0.048, atom 2 (C): -0.901, atom 3 (C): -0.786, atom 4 (C): -1.195, atom 5 (C): -1.341, atom 6 (C): -1.041

=====

Entry 3:
Computed, not measured: a 2-piece molecular cluster, C6H16 overall, with wB97M-V/def2-TZVPD.

Values from the calculation:
- HOMO-LUMO gap (alpha / beta) (eV) = 2.5 / 11.8
- net charge = -1
- E_HOMO (alpha / beta) (Ha) = 0.056 / -0.282
- LUMO energy (alpha / beta) (hartree) = 0.1495 / 0.1499
- 2S+1 = 2
- <S²> = 0.75

```
22
C6H16, DFT wB97M-V/def2-TZVPD
C -2.32 1.19 0.61
C -2.17 0.71 -0.86
C -1.00 1.79 1.13
H -3.08 1.96 0.69
H -2.53 0.29 1.20
H -3.05 1.00 -1.44
H -0.25 1.04 1.34
H -0.58 2.46 0.37
H -1.99 -0.36 -0.98
H -1.34 1.24 -1.30
H -1.20 2.40 2.01
C 2.21 -1.33 -0.69
C 2.54 -1.04 0.76
C 0.72 -1.40 -0.95
H 2.65 -2.30 -0.97
H 2.62 -0.61 -1.40
H 1.97 -1.67 1.45
H 3.60 -1.16 1.00
H 0.19 -0.46 -0.86
H 2.28 -0.03 1.07
H 0.19 -1.99 -0.19
H 0.53 -1.73 -1.98
```

Mulliken atomic charge list, values in e, 6 entries: atom 1 (C): -0.552, atom 2 (C): -1.272, atom 3 (C): -1.606, atom 4 (H): 0.305, atom 5 (H): 0.821, atom 6 (H): 0.679

=====

Entry 4:
Computed, not measured: a 2-piece molecular cluster, C6H16 overall, with wB97M-V/def2-TZVPD.

Values from the calculation:
- HOMO-LUMO gap (alpha / beta) (eV) = 2.6 / 11.3
- net charge = -1
- E_HOMO (alpha / beta) (Ha) = 0.054 / -0.260
- LUMO energy (alpha / beta) (hartree) = 0.1508 / 0.1560
- 2S+1 = 2
- <S²> = 0.75

```
22
C6H16, DFT wB97M-V/def2-TZVPD
C 1.35 -0.44 -0.10
C 2.45 -1.28 -0.87
C 2.12 0.40 0.92
H 0.57 -1.12 0.22
H 0.93 0.26 -0.88
H 3.37 -0.70 -0.67
H 2.62 -2.30 -0.51
H 3.07 0.69 0.48
H 2.55 -1.23 -1.96
H 2.44 -0.24 1.75
H 1.50 1.25 1.26
C -1.51 0.26 -0.10
C -2.61 0.14 -1.10
C -1.95 0.80 1.26
H -1.15 -0.73 0.12
H -0.62 0.95 -0.39
H -3.47 -0.52 -0.88
H -1.15 1.19 1.89
H -2.61 1.70 1.21
H -2.45 0.03 1.85
H -3.15 1.06 -1.34
H -2.30 -0.18 -2.13
```

Mulliken atomic charge list, values in e, 6 entries: atom 1 (C): 0.008, atom 2 (C): -1.630, atom 3 (C): -1.986, atom 4 (H): 0.252, atom 5 (H): 0.073, atom 6 (H): 0.239

=====

Entry 5:
Computed, not measured: a 2-piece molecular cluster, C6H16 overall, with wB97M-V/def2-TZVPD.

Values from the calculation:
- HOMO-LUMO gap (eV) = 12.1
- net charge = 0
- E_HOMO (Ha) = -0.404
- LUMO energy (hartree) = 0.0409
- SMILES = CCC.CCC

```
22
C6H16, DFT wB97M-V/def2-TZVPD
C -0.20 1.52 0.82
C 0.92 1.62 1.89
C 0.70 0.32 2.74
H -1.05 2.09 1.17
H -0.50 0.52 0.50
H 0.14 2.14 -0.04
H 1.93 1.66 1.49
H 0.95 2.52 2.54
H -0.39 0.37 2.95
H 0.79 -0.59 2.14
H 1.16 0.33 3.72
C -0.25 -2.14 -1.04
C -0.69 -1.43 -2.31
C -0.44 0.10 -2.13
H 0.82 -2.04 -0.84
H -0.61 -3.16 -0.90
H -0.66 -1.63 -0.17
H -0.18 -1.75 -3.21
H -1.72 -1.75 -2.55
H -0.01 0.50 -3.05
H -1.40 0.56 -1.99
H 0.42 0.29 -1.47
```

Mulliken atomic charge list, values in e, 6 entries: atom 1 (C): -0.877, atom 2 (C): -0.288, atom 3 (C): -1.046, atom 4 (H): 0.407, atom 5 (H): -0.004, atom 6 (H): 0.328

=====

Entry 6:
Computed, not measured: a 2-piece molecular cluster, C6H16 overall, with wB97M-V/def2-TZVPD.

Values from the calculation:
- HOMO-LUMO gap (eV) = 11.7
- net charge = 0
- E_HOMO (Ha) = -0.390
- LUMO energy (hartree) = 0.0392
- SMILES = CC(C)C.CC

```
22
C6H16, DFT wB97M-V/def2-TZVPD
C 1.67 -0.07 -1.84
C 0.50 0.51 -0.95
C 1.15 0.79 0.49
C -0.06 1.82 -1.39
H 2.17 0.72 -2.54
H 1.27 -0.87 -2.59
H 2.48 -0.59 -1.21
H -0.31 -0.35 -0.97
H 2.12 1.21 0.39
H 0.62 1.70 0.99
H 1.26 -0.17 1.05
H 0.01 1.88 -2.55
H -1.14 1.92 -1.04
H 0.32 2.68 -1.07
C -1.88 -0.95 1.12
C -1.21 -1.82 2.19
H -1.15 -1.02 0.28
H -2.80 -1.28 0.87
H -1.89 0.11 1.32
H -1.92 -1.96 2.83
H -0.36 -1.39 2.71
H -0.83 -2.86 1.90
```

Mulliken atomic charge list, values in e, 6 entries: atom 1 (C): -1.279, atom 2 (C): 1.322, atom 3 (C): -1.531, atom 4 (C): -1.635, atom 5 (H): 0.265, atom 6 (H): 0.338

=====

Entry 7:
Computed, not measured: a 2-piece molecular cluster, C6H16 overall, with wB97M-V/def2-TZVPD.

Values from the calculation:
- HOMO-LUMO gap (eV) = 12.4
- net charge = 0
- E_HOMO (Ha) = -0.415
- LUMO energy (hartree) = 0.0411
- SMILES = CC(C)C.CC

```
22
C6H16, DFT wB97M-V/def2-TZVPD
C -2.59 0.39 1.69
C -1.46 0.14 0.71
C -0.47 1.31 0.70
C -0.77 -1.17 1.03
H -2.25 0.71 2.69
H -3.17 -0.53 1.81
H -3.25 1.16 1.29
H -1.96 0.11 -0.26
H -0.93 2.27 0.45
H 0.01 1.41 1.67
H 0.26 1.15 -0.10
H -1.48 -1.98 1.12
H 0.00 -1.53 0.35
H -0.34 -1.12 2.04
C 2.26 0.43 -1.67
C 2.34 -1.00 -2.16
H 3.20 0.95 -1.84
H 1.39 1.02 -1.96
H 2.16 0.45 -0.58
H 2.49 -1.03 -3.24
H 3.16 -1.58 -1.76
H 1.41 -1.55 -1.99
```

Mulliken atomic charge list, values in e, 6 entries: atom 1 (C): -1.518, atom 2 (C): 0.968, atom 3 (C): -0.860, atom 4 (C): -1.327, atom 5 (H): 0.336, atom 6 (H): 0.387

=====

Entry 8:
Computed, not measured: a 2-piece molecular cluster, C6H16 overall, with wB97M-V/def2-TZVPD.

Values from the calculation:
- HOMO-LUMO gap (eV) = 11.9
- net charge = 0
- E_HOMO (Ha) = -0.396
- LUMO energy (hartree) = 0.0402
- SMILES = CCC.CCC

```
22
C6H16, DFT wB97M-V/def2-TZVPD
C -0.79 1.39 -1.36
C 0.74 1.38 -1.20
C 1.30 2.78 -1.02
H -1.12 0.37 -1.54
H -1.25 1.97 -2.15
H -1.23 1.76 -0.45
H 0.91 0.78 -0.30
H 1.07 0.71 -2.01
H 2.14 3.07 -0.39
H 1.41 3.29 -2.00
H 0.51 3.41 -0.59
C -1.24 -1.35 1.94
C -0.17 -2.35 1.50
C 0.34 -1.98 0.13
H -2.01 -1.08 1.21
H -0.79 -0.45 2.41
H -1.91 -1.68 2.75
H 0.50 -2.56 2.33
H -0.74 -3.29 1.52
H -0.37 -1.54 -0.59
H 0.90 -1.05 0.25
H 0.73 -2.81 -0.46
```

Mulliken atomic charge list, values in e, 6 entries: atom 1 (C): -1.207, atom 2 (C): 0.199, atom 3 (C): -1.231, atom 4 (H): 0.296, atom 5 (H): 0.371, atom 6 (H): 0.300

=====

Relative energy (zero: lowest compared OMol25 entry of this formula, charge and spin) / kcal per mole: 25.2 94.9 4.8 26.6 26.2 54.3 6.0 29.7